C48H58BClF5IN2O7P | ωB97M-V/def2-TZVPD

Last column: Löwdin charge in e.
Atoms and positions in Å:
C -2.254 1.863 -1.338  -0.04
C -2.384 2.236 -0.018  -0.16
C -1.449 3.088 0.857  -0.17
C -0.201 3.708 0.184  -0.57
N -0.567 4.363 -1.045  -0.04
C 0.361 5.342 -1.580  -0.19
C -0.409 6.110 -2.738  -0.16
C 0.072 5.501 -4.118  -0.26
C -0.929 5.751 -5.287  -0.13
O 0.715 4.419 1.008  -0.11
C 0.269 5.431 1.894  -0.24
B 1.631 6.283 2.202  -0.56
O 2.214 7.041 1.151  0.11
O 2.324 6.273 3.426  -0.03
C 3.495 5.459 3.237  -0.09
C -0.751 6.508 1.431  -0.62
O -0.476 7.678 1.784  0.00
O -1.833 6.298 0.813  -0.03
C -0.250 4.909 3.299  -0.53
Cl 0.781 3.549 3.971  0.68
O -0.442 5.983 4.200  -0.13
C -1.223 5.612 5.326  -0.41
N -0.468 5.120 6.472  0.05
C -1.947 6.954 5.801  -0.09
C -1.050 8.166 5.413  -0.81
O -1.353 8.903 4.571  0.05
I 0.854 8.535 6.403  0.77
P 0.896 2.205 -0.413  1.03
C 0.468 0.643 0.527  -0.31
C 2.695 2.530 0.096  -0.43
C 3.338 3.737 -0.645  -0.18
H -2.202 0.769 -1.550  0.04
H -2.201 2.581 -2.175  0.05
H -3.310 1.874 0.495  0.10
H -1.184 2.466 1.748  0.11
H -2.088 3.911 1.288  0.11
H -1.546 4.614 -1.105  0.10
H 0.727 6.126 -0.885  0.11
H 1.178 4.792 -2.107  0.09
H -0.255 7.209 -2.684  0.11
H -1.507 5.934 -2.704  0.11
H 1.079 5.922 -4.326  0.10
H 0.119 4.398 -3.937  0.10
H -1.771 5.022 -5.303  0.06
H -1.280 6.803 -5.371  0.07
H -0.363 5.550 -6.235  0.06
H 2.021 7.966 1.380  0.11
H 4.379 6.054 2.912  0.09
H 3.319 4.667 2.463  0.08
H 3.777 4.942 4.183  0.09
H -1.267 4.462 3.180  0.11
H -2.043 4.892 5.114  0.16
H -0.372 4.109 6.436  0.05
H 0.431 5.584 6.577  0.03
H -2.887 7.080 5.214  0.13
H -2.186 6.908 6.881  0.11
H 0.349 0.777 1.627  0.04
H 1.278 -0.105 0.338  0.02
H -0.448 0.209 0.068  0.00
H 3.274 1.621 -0.207  0.07
H 2.756 2.645 1.201  0.06
H 2.923 4.706 -0.275  0.05
H 4.438 3.804 -0.459  0.07
H 3.145 3.738 -1.744  0.06
F -0.562 -1.178 -1.959  0.04
C -0.838 -2.368 -1.402  -0.28
C 0.072 -2.937 -0.528  -0.01
C -0.218 -4.165 0.050  -0.08
C -1.407 -4.814 -0.259  -0.10
C -2.310 -4.234 -1.142  -0.08
C -2.028 -3.000 -1.713  -0.01
H 0.997 -2.420 -0.305  0.11
H 0.481 -4.616 0.739  0.09
H -1.630 -5.775 0.190  0.10
H -3.234 -4.743 -1.385  0.09
H -2.723 -2.528 -2.397  0.11
F 1.487 -6.600 0.195  0.04
C 2.258 -6.579 -0.909  -0.28
C 3.633 -6.604 -0.774  -0.01
C 4.426 -6.587 -1.914  -0.08
C 3.834 -6.533 -3.170  -0.10
C 2.450 -6.502 -3.289  -0.08
C 1.655 -6.531 -2.151  -0.01
H 4.075 -6.638 0.214  0.11
H 5.504 -6.614 -1.822  0.10
H 4.454 -6.514 -4.058  0.10
H 1.989 -6.456 -4.268  0.11
H 0.574 -6.516 -2.223  0.11
F -1.853 3.275 -7.241  0.05
C -2.088 2.091 -6.647  -0.29
C -1.136 1.566 -5.791  -0.01
C -1.379 0.348 -5.171  -0.07
C -2.563 -0.334 -5.423  -0.10
C -3.508 0.203 -6.289  -0.09
C -3.273 1.427 -6.902  -0.02
H -0.217 2.110 -5.614  0.12
H -0.645 -0.068 -4.492  0.10
H -2.750 -1.287 -4.941  0.09
H -4.429 -0.332 -6.487  0.10
H -4.001 1.865 -7.573  0.11
F -2.489 -7.643 -1.781  0.05
C -3.430 -8.138 -0.960  -0.30
C -4.698 -7.586 -0.973  -0.02
C -5.671 -8.100 -0.127  -0.08
C -5.363 -9.152 0.727  -0.10
C -4.083 -9.694 0.733  -0.08
C -3.111 -9.188 -0.119  -0.02
H -4.917 -6.761 -1.640  0.11
H -6.669 -7.681 -0.134  0.11
H -6.122 -9.550 1.390  0.10
H -3.842 -10.510 1.402  0.10
H -2.111 -9.602 -0.135  0.12
F 4.473 -4.948 3.182  0.06
C 4.195 -6.139 3.738  -0.29
C 5.107 -6.710 4.606  -0.02
C 4.817 -7.939 5.183  -0.09
C 3.626 -8.586 4.878  -0.10
C 2.721 -8.002 4.000  -0.08
C 3.004 -6.769 3.430  -0.02
H 6.034 -6.194 4.825  0.12
H 5.521 -8.393 5.870  0.10
H 3.403 -9.547 5.326  0.10
H 1.794 -8.508 3.759  0.11
H 2.306 -6.295 2.750  0.11

charge	-1
energy	-112204.3052	eV
2S+1	1